[1]
C38H37BiN16O3PS2Se as an isolated structure at a distorted geometry, computed with ωB97M-V/def2-TZVPD.

ΔE to the lowest compared entry with this formula, charge and spin   99.88 kJ/mol
M   1148.9 g mol⁻¹
Charge   -1
Kohn-Sham gap   7.017 eV

Positions of all 99 atoms, in Å:
1 Bi 0.96 0.77 -1.43
2 C -3.41 2.37 2.06
3 C -3.34 0.99 2.01
4 C -2.11 0.38 1.89
5 C -0.94 1.14 1.82
6 C -1.02 2.52 1.87
7 C -2.25 3.13 1.99
8 P 0.58 0.15 1.65
9 C 0.84 -0.37 3.38
10 C -0.06 -0.13 4.41
11 C 0.24 -0.53 5.70
12 C 1.43 -1.18 5.98
13 C 2.31 -1.46 4.95
14 C 2.01 -1.07 3.66
15 C 1.87 1.44 1.47
16 C 2.54 2.04 2.53
17 C 3.49 3.01 2.28
18 C 3.80 3.37 0.98
19 C 3.15 2.76 -0.08
20 C 2.19 1.78 0.16
21 H -4.37 2.86 2.15
22 H -4.24 0.39 2.06
23 H -2.03 -0.70 1.84
24 H -0.13 3.13 1.80
25 H -2.32 4.21 2.02
26 H -0.99 0.38 4.22
27 H -0.47 -0.33 6.50
28 H 1.67 -1.48 6.99
29 H 3.23 -1.99 5.15
30 H 2.69 -1.29 2.84
31 H 2.30 1.75 3.55
32 H 3.99 3.49 3.11
33 H 4.53 4.14 0.79
34 H 3.37 3.05 -1.09
35 N 0.56 3.21 -4.12
36 C 0.34 3.68 -2.85
37 N 0.06 4.93 -2.54
38 N -0.03 4.93 -1.21
39 N 0.19 3.78 -0.73
40 N 0.43 2.93 -1.75
41 C 1.52 2.27 -4.33
42 N 2.17 2.11 -5.47
43 N 3.03 1.13 -5.25
44 N 2.93 0.70 -4.05
45 N 1.97 1.39 -3.41
46 H 0.49 3.90 -4.86
47 O -8.67 -2.82 0.39
48 S -8.22 -2.73 -1.00
49 O -6.98 -3.45 -1.27
50 O -9.26 -2.93 -2.00
51 C -7.77 -0.96 -1.09
52 N -8.73 -0.04 -1.06
53 C -8.35 1.22 -0.95
54 C -7.01 1.60 -0.90
55 C -6.08 0.57 -0.99
56 N -6.48 -0.69 -1.06
57 C -4.62 0.77 -1.04
58 C -3.99 2.01 -1.08
59 C -2.61 2.06 -1.17
60 N -1.84 0.99 -1.21
61 C -2.43 -0.20 -1.16
62 C -3.80 -0.36 -1.08
63 H -9.14 1.96 -0.91
64 H -6.74 2.64 -0.80
65 H -4.56 2.93 -1.04
66 H -2.11 3.01 -1.19
67 H -1.77 -1.06 -1.17
68 H -4.27 -1.33 -1.05
69 C -1.15 -5.22 1.25
70 N -0.30 -5.35 0.10
71 C -0.14 -6.48 -0.66
72 C 0.71 -6.17 -1.66
73 N 1.07 -4.85 -1.51
74 C 1.94 -4.14 -2.40
75 C 0.43 -4.35 -0.43
76 Se 0.53 -2.65 0.23
77 H -1.29 -6.19 1.72
78 H -2.12 -4.80 0.98
79 H -0.67 -4.53 1.96
80 H -0.64 -7.40 -0.43
81 H 1.10 -6.76 -2.47
82 H 2.67 -4.83 -2.83
83 H 2.47 -3.36 -1.85
84 H 1.38 -3.67 -3.20
85 C 5.89 -1.12 0.49
86 N 5.72 -0.14 -0.53
87 C 6.74 0.81 -0.92
88 C 6.09 1.58 -2.09
89 N 4.77 1.00 -2.15
90 C 4.62 0.00 -1.29
91 S 3.25 -0.95 -1.17
92 H 6.15 -0.65 1.44
93 H 6.67 -1.83 0.22
94 H 4.95 -1.65 0.60
95 H 7.65 0.28 -1.23
96 H 6.98 1.47 -0.08
97 H 6.62 1.43 -3.04
98 H 6.01 2.65 -1.89
99 H 4.16 0.99 -2.99


[2]
The molecule C3H4N2O2S2 at a distorted geometry, computed with ωB97M-V/def2-TZVPD.

ΔE to the lowest compared entry with this formula, charge and spin   562.74 kJ/mol
M   164.2 g mol⁻¹
Kohn-Sham gap (alpha / beta)   7.348 / 7.349 eV

Positions of all 13 atoms, in Å:
1 C -1.01 1.56 0.31
2 C 0.16 0.52 -0.29
3 C -0.18 -0.88 -0.45
4 N 0.24 -1.78 0.43
5 N 1.39 1.05 -0.15
6 O 1.46 2.18 0.32
7 O 2.39 0.48 -0.65
8 S -2.52 0.91 0.38
9 S -2.23 -0.94 -0.46
10 H -0.64 2.56 0.71
11 H -0.28 -1.32 -1.42
12 H 0.71 -1.63 1.28
13 H 0.52 -2.71 -0.01


[3]
A 8-piece molecular cluster, C21H37NO32S8 overall at a distorted geometry, computed with ωB97M-V/def2-TZVPD.

ΔE to the lowest compared entry with this formula, charge and spin   56.85 kJ/mol
M   1072.0 g mol⁻¹
Kohn-Sham gap   9.311 eV

Positions of all 99 atoms, in Å:
1 O -0.41 2.94 0.99
2 S 0.60 1.95 1.26
3 O 0.89 1.09 -0.10
4 C 0.62 -0.31 0.08
5 C 0.48 -0.98 -1.28
6 O -0.68 -1.83 -1.31
7 O 2.06 2.71 1.38
8 C 3.06 1.78 1.69
9 C 4.03 1.48 0.76
10 C 4.97 0.54 1.15
11 C 4.92 -0.08 2.39
12 N 3.97 0.21 3.29
13 C 3.07 1.12 2.91
14 H -0.32 -0.44 0.61
15 H 1.41 -0.81 0.65
16 H 0.33 -0.26 -2.08
17 H 1.36 -1.57 -1.53
18 H -0.60 -2.49 -0.61
19 H 4.05 1.95 -0.21
20 H 5.77 0.29 0.47
21 H 5.65 -0.82 2.67
22 H 2.29 1.37 3.63
23 C -2.19 -1.22 -2.87
24 C -3.22 -1.85 -3.78
25 O -2.87 -1.40 -5.10
26 S -1.28 -1.24 -5.20
27 O -0.73 -2.41 -5.79
28 O -0.99 0.05 -5.70
29 O -0.97 -1.29 -3.63
30 H -2.41 -0.17 -2.67
31 H -2.07 -1.75 -1.93
32 H -4.24 -1.54 -3.54
33 H -3.16 -2.94 -3.77
34 C 2.29 -5.80 -5.14
35 C 1.34 -4.73 -4.63
36 O 0.70 -5.34 -3.50
37 S 1.71 -6.33 -2.77
38 O 2.29 -5.64 -1.67
39 O 1.09 -7.59 -2.61
40 O 2.80 -6.41 -3.95
41 H 1.76 -6.55 -5.72
42 H 3.10 -5.38 -5.73
43 H 0.60 -4.43 -5.37
44 H 1.88 -3.85 -4.29
45 C 5.02 -6.00 0.69
46 C 6.23 -5.68 -0.15
47 O 6.76 -4.48 0.44
48 S 6.49 -4.50 2.02
49 O 7.65 -4.95 2.69
50 O 5.86 -3.28 2.35
51 O 5.41 -5.67 2.03
52 H 4.17 -5.37 0.43
53 H 4.73 -7.04 0.63
54 H 5.98 -5.50 -1.20
55 H 6.99 -6.46 -0.09
56 C -3.55 2.79 4.06
57 C -2.17 3.26 4.46
58 O -1.97 2.71 5.77
59 S -2.72 1.30 5.87
60 O -1.78 0.25 5.63
61 O -3.54 1.30 7.02
62 O -3.63 1.45 4.57
63 H -4.33 3.39 4.53
64 H -3.69 2.80 2.98
65 H -2.09 4.34 4.49
66 H -1.41 2.86 3.79
67 C -6.12 5.01 0.20
68 C -4.77 5.18 -0.46
69 O -4.16 6.26 0.26
70 S -4.65 6.21 1.79
71 O -3.67 5.53 2.57
72 O -5.12 7.50 2.14
73 O -5.87 5.21 1.59
74 H -6.83 5.76 -0.14
75 H -6.53 4.02 0.04
76 H -4.84 5.43 -1.52
77 H -4.14 4.29 -0.34
78 C 7.66 1.62 -4.00
79 C 6.64 2.66 -3.59
80 O 5.93 2.05 -2.50
81 S 6.92 1.10 -1.67
82 O 7.40 1.81 -0.54
83 O 6.33 -0.18 -1.57
84 O 8.09 1.04 -2.76
85 H 7.21 0.84 -4.61
86 H 8.51 2.05 -4.52
87 H 5.95 2.92 -4.39
88 H 7.11 3.57 -3.22
89 C -10.04 2.16 3.05
90 C -9.17 0.94 3.24
91 O -7.83 1.44 3.13
92 S -7.77 2.94 3.71
93 O -7.31 2.90 5.05
94 O -7.15 3.77 2.74
95 O -9.35 3.21 3.72
96 H -10.13 2.43 1.99
97 H -11.04 2.04 3.47
98 H -9.35 0.17 2.49
99 H -9.30 0.51 4.24


[4]
The molecule C2H3NO2, computed with ωB97M-V/def2-TZVPD.

ΔE to the lowest compared entry with this formula, charge and spin   22.85 kJ/mol
M   73.1 g mol⁻¹
Kohn-Sham gap   11.335 eV

Positions of all 8 atoms, in Å:
1 O -1.26 -0.06 -1.53
2 C -1.14 -0.30 -0.36
3 N -0.18 0.28 0.47
4 C 1.15 0.36 0.02
5 O 2.08 0.23 0.77
6 H -1.74 -1.06 0.19
7 H -0.26 0.05 1.45
8 H 1.25 0.48 -1.07


[5]
A 3-piece molecular cluster, C18H39F2N2O11P2 overall at a distorted geometry, computed with ωB97M-V/def2-TZVPD.

M   559.5 g mol⁻¹
Charge   -1
Kohn-Sham gap   3.071 eV

Positions of all 74 atoms, in Å:
1 C 2.13 5.88 -3.07
2 C 0.70 6.28 -3.48
3 O 0.51 7.69 -3.57
4 C -0.81 8.07 -3.22
5 C -1.95 7.45 -4.10
6 N -2.75 6.51 -3.29
7 N -4.13 6.83 -3.41
8 C -4.82 5.58 -3.58
9 O -4.98 4.79 -2.74
10 F -5.35 5.29 -4.81
11 C -4.69 7.38 -2.20
12 O -5.65 8.05 -2.21
13 F -4.14 7.12 -0.99
14 H 2.86 5.97 -3.89
15 H 2.10 4.80 -2.80
16 H 2.51 6.43 -2.19
17 H 0.45 5.85 -4.48
18 H -0.03 5.83 -2.77
19 H -0.94 9.17 -3.21
20 H -1.01 7.73 -2.18
21 H -2.65 8.28 -4.38
22 H -1.55 6.95 -5.02
23 O 2.23 1.57 -2.27
24 P 2.30 0.38 -1.34
25 O 0.81 0.44 -0.66
26 C -0.33 0.16 -1.48
27 C -0.48 -1.33 -1.73
28 O 3.19 1.12 -0.16
29 C 4.25 2.00 -0.52
30 C 3.86 3.42 -0.19
31 O 2.62 -1.11 -0.67
32 C 2.97 -1.34 0.70
33 C 1.82 -1.13 1.66
34 H -0.26 0.71 -2.43
35 H -1.20 0.54 -0.95
36 H 0.37 -1.71 -2.31
37 H -1.39 -1.54 -2.28
38 H -0.50 -1.88 -0.79
39 H 4.52 1.90 -1.57
40 H 5.13 1.72 0.06
41 H 2.92 3.70 -0.68
42 H 4.63 4.13 -0.49
43 H 3.69 3.53 0.89
44 H 3.85 -0.77 0.99
45 H 3.26 -2.39 0.75
46 H 1.58 -0.07 1.76
47 H 2.09 -1.50 2.65
48 H 0.92 -1.65 1.32
49 O 0.25 -4.64 1.63
50 P -0.75 -5.60 2.21
51 O -0.96 -4.93 3.70
52 C -1.63 -3.67 3.79
53 C -3.13 -3.82 3.61
54 O 0.34 -6.79 2.60
55 C 1.41 -7.09 1.70
56 C 2.72 -6.62 2.29
57 O -2.01 -6.67 2.43
58 C -1.96 -7.85 3.23
59 C -1.91 -7.58 4.72
60 H -1.21 -2.97 3.06
61 H -1.41 -3.27 4.78
62 H -3.36 -4.17 2.60
63 H -3.63 -2.86 3.77
64 H -3.53 -4.55 4.31
65 H 1.24 -6.65 0.72
66 H 1.43 -8.17 1.57
67 H 2.68 -5.55 2.53
68 H 3.55 -6.80 1.61
69 H 2.92 -7.14 3.23
70 H -1.15 -8.51 2.92
71 H -2.88 -8.39 3.01
72 H -0.95 -7.17 5.02
73 H -2.07 -8.50 5.28
74 H -2.68 -6.86 5.01


[6]
C3H7N5 as an isolated structure at a distorted geometry, computed with ωB97M-V/def2-TZVPD.

ΔE to the lowest compared entry with this formula, charge and spin   736.25 kJ/mol
M   113.1 g mol⁻¹
Kohn-Sham gap   9.007 eV

Positions of all 15 atoms, in Å:
1 C 0.16 -0.08 -0.45
2 C -0.38 -1.42 -0.20
3 C -1.74 -1.06 0.23
4 H 2.96 -0.84 -0.60
5 H 2.91 0.11 0.97
6 H 0.08 -2.39 -0.19
7 H -2.45 -1.99 0.48
8 H -2.76 0.36 -0.57
9 H 0.76 2.21 -0.27
10 H 0.28 1.61 1.08
11 N 2.29 -0.43 0.22
12 N 1.33 0.58 -0.43
13 N -2.03 0.30 0.07
14 N -0.91 0.92 -0.60
15 N -0.50 2.13 0.26


[7]
A 6-piece molecular cluster, C38H58N6O11P2 overall at a distorted geometry, computed with ωB97M-V/def2-TZVPD.

M   836.9 g mol⁻¹
Charge   -2
Kohn-Sham gap   4.084 eV

Positions of all 115 atoms, in Å:
1 C -1.29 4.22 1.67
2 P -1.76 2.79 2.73
3 C -1.40 3.15 4.50
4 P -0.94 0.80 2.03
5 C -1.65 0.02 3.60
6 O -0.38 1.63 0.49
7 C -0.78 1.41 -0.72
8 O -0.80 0.38 -1.36
9 C -1.14 2.68 -1.47
10 C -0.17 3.68 -1.51
11 C -0.39 4.86 -2.22
12 C -1.61 5.04 -2.87
13 C -2.57 4.03 -2.82
14 C -2.34 2.85 -2.13
15 O -0.27 -0.77 1.37
16 C 0.74 -1.43 1.87
17 O 0.77 -2.01 2.92
18 C 1.95 -1.50 0.98
19 C 2.59 -0.36 0.51
20 C 3.72 -0.49 -0.29
21 C 4.22 -1.74 -0.61
22 C 3.58 -2.89 -0.16
23 C 2.44 -2.76 0.63
24 C 0.75 1.31 2.83
25 O 1.50 2.05 2.14
26 O 0.97 0.96 4.00
27 C -2.58 0.29 1.15
28 C -2.92 -1.05 1.01
29 C -4.12 -1.41 0.44
30 N -5.04 -0.57 -0.05
31 C -4.71 0.71 0.10
32 C -3.53 1.17 0.66
33 H -1.46 5.13 2.25
34 H -2.00 4.25 0.85
35 H -0.28 4.18 1.28
36 H -0.59 2.57 4.95
37 H -1.16 4.21 4.61
38 H -2.30 2.98 5.08
39 H -2.72 0.23 3.63
40 H -1.23 0.40 4.53
41 H -1.57 -1.06 3.58
42 H 0.78 3.56 -1.01
43 H 0.36 5.62 -2.26
44 H -1.79 5.96 -3.39
45 H -3.50 4.20 -3.35
46 H -3.08 2.07 -2.11
47 H 2.20 0.62 0.77
48 H 4.25 0.37 -0.65
49 H 5.11 -1.85 -1.22
50 H 3.94 -3.87 -0.41
51 H 1.95 -3.64 0.99
52 H -2.28 -1.83 1.38
53 H -4.35 -2.46 0.36
54 H -5.43 1.43 -0.26
55 H -3.37 2.23 0.71
56 C 2.76 1.90 -3.67
57 C 4.21 2.11 -3.30
58 O 4.74 1.45 -2.42
59 N 4.91 3.06 -3.98
60 C 4.43 3.93 -5.04
61 H 2.34 1.12 -3.03
62 H 2.18 2.82 -3.50
63 H 2.66 1.60 -4.71
64 H 5.87 3.15 -3.68
65 H 5.02 3.77 -5.95
66 H 4.54 4.97 -4.74
67 H 3.39 3.73 -5.26
68 C 5.24 -0.64 7.23
69 C 5.53 0.81 6.90
70 O 6.60 1.33 7.21
71 N 4.57 1.49 6.26
72 C 3.25 1.03 5.82
73 H 6.10 -1.06 7.74
74 H 4.37 -0.72 7.88
75 H 5.06 -1.21 6.32
76 H 4.82 2.45 6.06
77 H 3.14 1.13 4.74
78 H 2.48 1.63 6.29
79 H 3.09 -0.01 6.09
80 C -8.52 4.12 -2.27
81 C -7.90 2.95 -1.53
82 O -6.71 2.87 -1.33
83 N -8.74 1.97 -1.09
84 C -10.18 1.88 -1.23
85 H -7.73 4.81 -2.54
86 H -9.03 3.78 -3.17
87 H -9.24 4.64 -1.63
88 H -8.26 1.22 -0.61
89 H -10.65 1.83 -0.25
90 H -10.45 0.98 -1.79
91 H -10.57 2.74 -1.76
92 C -0.23 -2.69 -1.66
93 C 0.03 -4.17 -1.70
94 O 1.16 -4.63 -1.64
95 N -1.05 -5.00 -1.80
96 C -2.45 -4.62 -1.87
97 H 0.71 -2.17 -1.58
98 H -0.74 -2.37 -2.57
99 H -0.84 -2.42 -0.80
100 H -0.81 -5.98 -1.82
101 H -2.99 -5.06 -1.03
102 H -2.89 -4.99 -2.80
103 H -2.56 -3.55 -1.83
104 C 5.61 -8.42 -2.00
105 C 5.58 -6.92 -2.21
106 O 6.58 -6.24 -2.06
107 N 4.39 -6.37 -2.57
108 C 3.13 -7.05 -2.79
109 H 6.61 -8.71 -1.72
110 H 4.92 -8.71 -1.20
111 H 5.33 -8.94 -2.92
112 H 4.42 -5.37 -2.68
113 H 2.80 -6.87 -3.82
114 H 2.38 -6.64 -2.11
115 H 3.22 -8.12 -2.63


[8]
The molecule C5H7NO, computed with ωB97M-V/def2-TZVPD.

ΔE to the lowest compared entry with this formula, charge and spin   460.62 kJ/mol
M   97.1 g mol⁻¹
Kohn-Sham gap   7.205 eV

Positions of all 14 atoms, in Å:
1 C -1.23 1.21 0.94
2 C -0.66 -0.97 -0.20
3 C -0.18 -2.05 -0.84
4 O 1.16 -1.94 -1.24
5 C 1.57 -0.72 -0.84
6 C 0.49 -0.15 -0.22
7 N 0.26 1.18 0.43
8 H -1.44 0.40 1.66
9 H -1.95 1.04 0.13
10 H -1.33 2.19 1.39
11 H -0.65 -2.98 -1.11
12 H 2.60 -0.49 -1.08
13 H 0.44 1.95 -0.23
14 H 0.93 1.35 1.20


Question: Look up the M of the seventh one.
Answer: 836.9 g mol⁻¹